Record 1
Molecular formula: C11H31Be2F6N2O7P
Method: DFT, the ωB97M-V functional and the def2-TZVPD basis

- molecular weight (g/mol) = 466.36
- highest occupied orbital energy (eV) = -13.60
- total charge = +2
- Kohn-Sham gap (Ha) = 0.0546

Geometry as XYZ:
```
60
C11H31Be2F6N2O7P, DFT the ωB97M-V functional and the def2-TZVPD basis
Be 2.30729 1.93435 6.78428
Be 3.12795 3.45997 0.74373
P -2.39068 2.71122 -0.11987
F -2.71404 3.75164 -1.31455
F -1.52906 1.74258 -0.97967
F -1.10738 3.54499 0.28761
F -2.12267 1.69844 1.13011
F -3.20031 3.58178 0.84013
F -3.80104 1.82700 -0.34578
O 0.48130 -1.58313 2.49886
C 1.34335 -0.54521 2.69339
O 1.82030 -0.37141 3.80731
O 1.79723 0.08332 1.73719
H 0.11434 -1.37628 1.63622
C 1.22063 5.52620 -4.60658
C 1.73665 4.60277 -3.41825
C 2.99019 3.74206 -3.70917
O 3.35360 2.83572 -2.62648
C 3.59128 1.47290 -2.93735
N 1.98285 5.35017 -2.16793
H 0.38267 6.13225 -4.26214
H 0.85288 4.98784 -5.48009
H 2.05504 6.16090 -4.90494
H 0.93800 3.93285 -3.09972
H 3.89731 4.26170 -4.01772
H 2.61728 3.23648 -4.59991
H 4.02565 1.10774 -2.00671
H 4.39950 1.25172 -3.63445
H 2.72104 0.84446 -3.12667
H 2.64570 6.10609 -2.26446
H 1.09739 5.71053 -1.84205
C -1.39150 -2.70100 -2.08694
C -2.83717 -3.15006 -1.79909
C -3.11798 -3.44445 -0.26649
O -4.55952 -3.78107 -0.16157
C -5.39700 -2.85318 0.56584
N -3.73546 -2.21219 -2.31782
H -1.29274 -2.12871 -3.00935
H -0.71145 -3.53558 -2.25762
H -1.00785 -2.08220 -1.27577
H -2.99968 -3.96104 -2.50902
H -2.87970 -2.57815 0.35063
H -2.49604 -4.29181 0.02208
H -6.20537 -3.38539 1.06724
H -5.88838 -2.17584 -0.13262
H -4.74064 -2.40292 1.31052
H -3.62182 -1.34464 -1.81330
H -4.69495 -2.47451 -2.14268
C 6.15987 -3.84799 4.03870
O 5.52990 -2.54942 3.72370
H 7.21033 -3.65849 3.81798
H 6.11159 -4.21126 5.06525
H 5.73997 -4.71751 3.53303
H 4.74068 -2.33984 4.22849
C -2.46943 -3.13441 5.20915
O -1.31871 -2.78822 5.92250
H -2.46579 -2.34263 4.46004
H -2.22727 -4.01467 4.61367
H -3.40052 -3.29707 5.75201
H -0.66747 -2.31763 5.39711
```

Record 2
Molecular formula: C32H88N8O8
Method: DFT, the ωB97M-V functional and the def2-TZVPD basis

- molecular weight (g/mol) = 713.10
- spin multiplicity = 2
- energy above the lowest of the compared OMol25 structures with the same formula, charge and spin (kJ/mol) = 63.1
- highest occupied orbital energy (spin up / spin down) (eV) = 0.90 / -6.43
- total charge = -1
- Kohn-Sham gap (spin up / spin down) (Ha) = 0.0491 / 0.3195

Geometry as XYZ:
```
136
C32H88N8O8, DFT the ωB97M-V functional and the def2-TZVPD basis
C -0.12608 -3.68190 2.89254
C -0.84689 -4.85743 2.24190
C -1.54798 -4.45546 1.01004
O -2.48371 -3.45327 1.19888
C -3.23008 -3.07982 0.01520
N 0.07391 -5.88816 1.86715
H 0.45441 -3.11092 2.16790
H 0.65866 -3.96990 3.59208
H -0.84051 -3.00389 3.35943
H -1.53714 -5.30234 2.95862
H -2.10836 -5.33009 0.67975
H -0.78783 -4.15235 0.29004
H -3.89758 -2.28861 0.35657
H -3.97106 -3.80396 -0.32343
H -2.66038 -2.72152 -0.84222
H -0.48806 -6.64421 1.50290
H 0.38121 -6.44043 2.65498
C 4.36250 2.96927 1.41909
C 3.15330 2.80206 0.43095
C 2.50752 4.21260 0.05716
O 1.81933 4.85658 1.17459
C 0.72045 4.02228 1.62335
N 3.69157 2.03597 -0.71382
H 5.17095 3.50562 0.92227
H 4.76919 2.00461 1.72260
H 4.05047 3.51212 2.31131
H 2.37740 2.20585 0.91117
H 1.91118 4.11197 -0.84968
H 3.33584 4.84055 -0.27096
H -0.00479 4.61208 2.18394
H 1.19518 3.24894 2.22725
H 0.20260 3.54835 0.78949
H 4.33331 2.62205 -1.22837
H 4.30986 1.36971 -0.27346
C 2.55238 -2.52852 5.74722
C 2.68326 -1.29081 4.84907
C 2.16421 -0.01755 5.56585
O 0.72406 -0.12759 5.40118
C -0.03183 0.93101 5.96051
N 4.04548 -1.20439 4.46399
H 3.00863 -2.41044 6.73007
H 2.88363 -3.47656 5.32342
H 1.50254 -2.74974 5.93956
H 2.13021 -1.42310 3.91916
H 2.60445 0.82838 5.03793
H 2.52879 -0.03904 6.59284
H -1.10617 0.94651 5.77708
H 0.33155 1.90878 5.64423
H 0.10064 0.95821 7.04209
H 4.17094 -0.37146 3.90669
H 4.17611 -2.05764 3.93957
C 2.60020 -1.51448 -1.02084
C 1.48063 -1.16872 -2.09618
C 0.25743 -2.11895 -1.95937
O 0.67777 -3.48235 -2.30251
C -0.33531 -4.30441 -2.89447
N 1.21089 0.20749 -1.95091
H 2.88884 -2.55530 -0.87427
H 2.22339 -1.18290 -0.05328
H 3.50606 -0.94944 -1.24047
H 1.81003 -1.42142 -3.10402
H -0.46528 -1.81459 -2.71644
H -0.08340 -2.03101 -0.92778
H 0.24328 -5.15507 -3.25464
H -0.69637 -3.85223 -3.81820
H -1.20563 -4.60663 -2.31196
H 0.95826 0.51403 -1.02230
H 2.01497 0.79993 -2.10119
C -3.32971 2.13066 -0.60633
C -1.91982 1.56006 -0.69295
C -1.47678 1.04503 0.70256
O -0.11608 0.60470 0.73685
C 0.15960 0.00845 2.03729
N -2.00737 0.41582 -1.64153
H -4.19333 1.48135 -0.75006
H -3.44606 2.95292 -1.31234
H -3.53878 2.47486 0.40655
H -1.22122 2.32123 -1.04035
H -2.02095 0.15427 1.01644
H -1.60576 1.76462 1.51106
H 1.21309 -0.25229 2.13864
H -0.47239 -0.84806 2.27196
H 0.02271 0.66162 2.89911
H -2.20047 0.90448 -2.50410
H -1.06842 0.04378 -1.64916
C 7.37436 -3.23770 4.10803
C 6.30422 -4.29260 4.33732
C 5.40960 -4.53490 3.10541
O 4.66162 -3.43162 2.81675
C 3.36388 -3.62310 2.29502
N 7.08132 -5.47521 4.51352
H 8.08835 -3.08528 4.91740
H 6.94335 -2.26056 3.89003
H 7.96584 -3.47775 3.22450
H 5.73828 -3.98188 5.21554
H 4.74931 -5.34573 3.41311
H 5.93930 -4.87403 2.21518
H 2.72565 -4.31394 2.84594
H 3.41854 -4.05976 1.29781
H 2.97725 -2.61153 2.17123
H 6.50901 -6.30084 4.61782
H 7.62382 -5.41090 5.36302
C -5.08020 5.12567 -2.99643
C -3.98572 5.60280 -3.94196
C -4.52675 5.50127 -5.36537
O -3.63332 5.94343 -6.35039
C -3.92383 5.53870 -7.66938
N -3.58943 6.95070 -3.63616
H -6.01916 5.65739 -3.15048
H -4.81420 5.30289 -1.95435
H -5.32281 4.07736 -3.17046
H -3.18875 4.91823 -3.65165
H -5.47299 6.03064 -5.47718
H -4.73503 4.45294 -5.57921
H -3.07839 5.72041 -8.33294
H -4.76959 6.04055 -8.13943
H -4.09761 4.46291 -7.69333
H -3.01628 7.08847 -4.45630
H -2.88439 7.00716 -2.91517
C -5.22451 -0.26028 -3.33797
C -5.42726 0.92027 -4.29475
C -4.07221 1.57426 -4.91910
O -3.15644 1.97400 -3.92592
C -1.98314 2.60757 -4.44312
N -6.17326 0.27284 -5.38058
H -4.79907 0.01448 -2.37277
H -4.53506 -1.01833 -3.70963
H -6.18199 -0.73609 -3.12600
H -5.99707 1.80870 -4.02250
H -4.37011 2.49982 -5.41174
H -3.63663 0.93554 -5.68747
H -2.22795 3.49107 -5.03269
H -1.52315 1.92004 -5.15291
H -1.17786 2.85007 -3.74970
H -6.42268 1.02000 -6.01276
H -7.10835 0.06144 -5.06275
```